Entry 1:
The following is a DFT calculation (ωB97M-V with the def2-TZVPD basis set) of a 2-piece molecular cluster, C2H4NS3 overall.

**Molecular weight**: 138.262 g/mol
**Lowest unoccupied orbital energy**: -5.68 eV
**Relative energy (zero: lowest compared OMol25 entry of this formula, charge and spin)**: 0.0 kcal per mole
**F_max**: 4.3 eV Å⁻¹

Geometry as ORCA input:
```
! RIJCOSX wB97M-V def2-TZVPD def2/J DEFGRID3
* xyz 1 1
C -0.21844 1.18009 0.06454
C 1.16761 -2.09732 1.46961
N -0.70357 0.57520 -1.21411
S 0.69548 -2.52853 0.08287
S -1.12490 2.29212 0.76569
S 1.74720 -1.79138 2.87574
H 0.85397 0.98915 0.51816
H -0.11246 0.88805 -2.04230
H -1.58668 0.94378 -1.20993
H -0.71822 -0.45117 -1.31027
*
```

=====

Entry 2:
The following is a DFT calculation (ωB97M-V with the def2-TZVPD basis set) of a 4-piece molecular cluster, CH9NO5 overall.

**Structure (SMILES)**: NC(=O)O.O.O.O
**Molecular weight**: 115.085 g/mol
**Lowest unoccupied orbital energy**: 0.15 eV
**Relative energy (zero: lowest compared OMol25 entry of this formula, charge and spin)**: 6.8 kcal per mole
**F_max**: 1.3 eV Å⁻¹

Geometry as ORCA input:
```
! RIJCOSX wB97M-V def2-TZVPD def2/J DEFGRID3
* xyz 0 1
N -0.19757 0.22754 -2.18933
C -0.45325 1.27262 -1.36802
O -1.10307 2.25798 -1.57215
O 0.24069 1.03761 -0.20415
H 0.27007 -0.56157 -1.77926
H -0.33856 0.27039 -3.18289
H -0.18470 1.46575 0.55208
O -1.71852 1.18503 1.99292
H -2.53467 0.79598 1.65818
H -1.12762 0.40940 2.06213
O 0.15650 -0.93229 1.98587
H 0.45202 -1.59039 1.34407
H 0.31073 -1.33639 2.85351
O 1.80665 -1.48573 -0.87774
H 2.36681 -2.26538 -0.96801
H 2.05449 -0.75057 -0.30720
*
```

=====

Entry 3:
The following is a DFT calculation (ωB97M-V with the def2-TZVPD basis set) of C16H12MoN3O4S5 as an isolated structure.

**Molecular weight**: 566.564 g/mol
**Lowest unoccupied orbital energy**: -10.83 eV
**Relative energy (zero: lowest compared OMol25 entry of this formula, charge and spin)**: 29.2 kcal per mole
**F_max**: 1.4 eV Å⁻¹

Geometry as ORCA input:
```
! RIJCOSX wB97M-V def2-TZVPD def2/J DEFGRID3
* xyz 3 1
Mo 0.32143 0.18829 0.13874
C 2.39962 2.44954 2.02873
C 2.76248 1.01058 1.93061
N 2.08480 0.09065 1.24746
C 2.72128 -1.15475 1.26590
C 3.86158 -1.16796 1.98699
S 4.16664 0.38478 2.63570
C 2.04588 -2.20988 0.52092
C 2.35825 -3.50684 0.31578
S 1.18789 -4.24033 -0.69805
C 0.31562 -2.80809 -0.81209
N 0.86958 -1.81309 -0.11588
C -0.92578 -2.65808 -1.61982
H 1.32017 2.58755 2.00829
H 2.83204 2.99682 1.18803
H 2.79362 2.88732 2.94407
H 4.52856 -1.99452 2.17474
H 3.20078 -4.06618 0.69063
H -1.18681 -3.59029 -2.11624
H -0.77777 -1.90410 -2.39555
H -1.77028 -2.37616 -0.98623
S -4.62314 0.20783 3.69471
C -3.75917 0.62342 2.54883
S -2.90987 1.14383 1.24795
S -0.91006 0.89414 1.96806
O 1.03205 3.65495 -2.22912
C 1.29116 2.63284 -2.61287
O 0.67178 1.34539 -1.01915
C 1.83938 1.75084 -3.57923
C 2.36852 2.38627 -4.72347
C 2.92777 1.60590 -5.71788
C 2.96684 0.22009 -5.59318
C 2.43348 -0.36554 -4.45317
C 1.87225 0.36551 -3.44133
N 2.45294 -1.83875 -4.28786
O 1.92713 -2.27873 -3.27243
O 2.96159 -2.48776 -5.15603
H 2.33752 3.46380 -4.82138
H 3.33717 2.07899 -6.59981
H 3.40109 -0.40200 -6.36563
H 1.48467 -0.14968 -2.58325
*
```

=====

Entry 4:
The following is a DFT calculation (ωB97M-V with the def2-TZVPD basis set) of one molecule with the formula C6H12ClN.

**Structure (SMILES)**: C[C@H](N)[C@@]1(C)C[C@H]1Cl
**Molecular weight**: 133.622 g/mol
**Lowest unoccupied orbital energy**: 0.96 eV
**Relative energy (zero: lowest compared OMol25 entry of this formula, charge and spin)**: 53.8 kcal per mole
**F_max**: 3.5 eV Å⁻¹

Geometry as ORCA input:
```
! RIJCOSX wB97M-V def2-TZVPD def2/J DEFGRID3
* xyz 0 1
C -0.41015 -1.75978 0.98019
C -0.82975 -0.66864 -0.00169
N -0.97255 -1.10777 -1.36508
C 0.04009 0.53815 0.05200
C -0.72191 1.75671 -0.51482
C 1.19400 0.90242 1.02895
C 1.52446 0.73519 -0.34252
Cl 2.65665 -0.72142 -0.52044
H -1.15139 -2.57961 0.86460
H -0.38478 -1.15925 1.98730
H 0.62708 -2.02764 0.75777
H -1.82721 -0.20787 0.38407
H -1.38491 -2.14379 -1.39664
H -0.03637 -1.19205 -1.84716
H -0.00743 2.59406 -0.68297
H -1.60916 2.05874 -0.00611
H -1.23527 1.49597 -1.48018
H 1.44052 0.01116 1.70243
H 1.24183 1.89069 1.40296
H 1.84624 1.58472 -1.00266
*
```

=====

Entry 5:
The following is a DFT calculation (ωB97M-V with the def2-TZVPD basis set) of one molecule with the formula C24H36N2O4.

**Structure (SMILES)**: COCCC(=O)N1CCC(Oc2ccc(C(=O)NCCCC3CCCC3)cc2)CC1
**Molecular weight**: 416.562 g/mol
**Lowest unoccupied orbital energy**: 0.58 eV
**Relative energy (zero: lowest compared OMol25 entry of this formula, charge and spin)**: 6.1 kcal per mole
**F_max**: 0.7 eV Å⁻¹

Geometry as ORCA input:
```
! RIJCOSX wB97M-V def2-TZVPD def2/J DEFGRID3
* xyz 0 1
C -1.68792 -0.87019 2.67676
O -1.58405 -0.62080 1.29667
C -0.73004 -1.50079 0.60669
C 0.75171 -1.31519 0.94979
C 1.62836 -1.76737 -0.20707
O 1.16723 -2.09073 -1.28633
N 2.95747 -1.80522 0.04156
C 3.57668 -1.39035 1.28133
C 5.04703 -1.01504 1.06470
C 5.30187 -0.34450 -0.29329
O 4.79009 0.97627 -0.37609
C 3.44513 1.25753 -0.26186
C 3.01430 1.91618 0.88989
C 1.70591 2.33860 1.00499
C 0.78789 2.10608 -0.01724
C -0.59904 2.63636 0.16382
O -0.83179 3.55502 0.92985
N -1.54785 2.05585 -0.59969
C -2.93640 2.44863 -0.53624
C -3.86271 1.26350 -0.26646
C -4.04377 0.38463 -1.50412
C -4.97199 -0.82335 -1.31831
C -6.37580 -0.45202 -0.80007
C -6.41626 -0.93996 0.64630
C -5.59726 -2.22473 0.59236
C -4.42157 -1.85637 -0.31337
C 1.22561 1.46798 -1.17271
C 2.53859 1.05211 -1.29741
C 4.86766 -1.28893 -1.43169
C 3.85960 -2.33971 -0.95581
H -1.98714 -1.90836 2.86754
H -2.45488 -0.19652 3.05484
H -0.74804 -0.66813 3.20080
H -1.02971 -2.54346 0.78619
H -0.87497 -1.28390 -0.45419
H 1.01878 -1.87563 1.84741
H 0.92800 -0.25214 1.13360
H 3.03980 -0.52721 1.67838
H 3.51898 -2.19957 2.02473
H 5.67540 -1.90606 1.10706
H 5.36250 -0.34470 1.86485
H 6.37955 -0.15856 -0.37857
H 3.72826 2.11069 1.67676
H 1.36827 2.86529 1.88525
H -1.33426 1.20969 -1.10041
H -3.00686 3.18367 0.26961
H -3.21761 2.93791 -1.47799
H -4.82986 1.65560 0.04849
H -3.44011 0.68346 0.55257
H -3.07070 0.00648 -1.82836
H -4.44234 1.00185 -2.31485
H -5.06918 -1.29246 -2.30262
H -7.13320 -0.98318 -1.37911
H -6.58002 0.61365 -0.88913
H -5.92965 -0.21935 1.30430
H -7.43313 -1.10230 1.00265
H -6.19146 -3.01953 0.13718
H -5.27409 -2.56057 1.57730
H -4.01040 -2.72930 -0.81980
H -3.62577 -1.41094 0.27936
H 0.55944 1.31717 -2.00886
H 2.85308 0.59137 -2.21952
H 5.74408 -1.80338 -1.82686
H 4.44994 -0.69470 -2.24149
H 3.24768 -2.69243 -1.78748
H 4.38786 -3.19606 -0.52095
*
```